Record 1
C27H33ClFN5O5Tc | ωB97M-V/def2-TZVPD

Last column: Löwdin charge in e.
Geometry (Å):
H1 -1.996 -1.930 -1.713  0.122
C1 -4.403 1.281 -0.151  -0.112
O1 0.103 -0.774 -0.280  -0.176
C2 -5.181 -0.040 0.086  -0.214
C3 -1.147 0.497 5.886  -0.070
F1 2.859 -4.035 2.261  0.116
O2 -1.946 0.411 1.212  -0.235
C4 1.279 -0.769 -0.877  -0.213
H2 5.097 0.871 -4.083  0.101
C5 2.069 -2.378 0.819  0.108
H3 6.369 0.367 -0.543  0.156
H4 -4.692 1.087 -2.768  0.134
Tc1 -1.403 0.452 -0.706  1.795
C6 6.363 -0.533 -1.210  -0.128
N1 -4.358 -1.111 0.605  -0.001
C7 0.676 1.063 -2.556  -0.529
H5 -0.585 1.970 4.416  0.130
H6 -5.700 -0.351 -0.810  0.107
C8 -2.066 -0.957 3.656  -0.002
C9 -3.462 -0.720 -2.541  -0.169
N2 -2.597 -1.156 -1.435  -0.077
H7 -2.362 3.241 0.672  0.119
H8 -1.786 4.351 -0.536  0.145
C10 -1.440 0.279 3.508  -0.155
H9 -3.955 1.575 0.802  0.116
C11 -2.154 -1.515 4.949  -0.071
H10 7.315 -0.523 -1.700  0.119
H11 -0.860 1.051 6.757  0.115
C12 4.725 -2.078 -0.089  -0.112
C13 -1.799 -0.720 6.023  -0.621
H12 5.647 1.726 -2.557  0.120
C14 5.342 -0.405 -2.320  -0.299
C15 -2.973 2.787 -1.403  -0.165
N3 -3.304 1.359 -1.211  -0.264
H13 -3.098 -1.033 -3.515  0.130
H14 -2.605 -2.485 5.099  0.113
H15 3.135 0.822 -3.118  0.134
H16 -5.137 2.014 -0.452  0.126
H17 -3.876 3.398 -1.368  0.143
H18 -0.196 2.788 -1.191  0.123
C16 -3.668 0.826 -2.565  -0.123
H19 5.392 -1.311 -2.962  0.177
C17 -1.993 3.293 -0.344  -0.158
C18 3.122 -3.108 1.350  -0.240
H20 -0.288 2.507 0.505  0.084
C19 2.943 0.185 -2.303  0.066
H21 -2.451 2.875 -2.340  0.121
H22 -6.012 0.296 0.742  0.139
H23 1.069 -2.484 1.177  0.123
N4 -0.788 2.438 -0.403  -0.058
C20 -1.153 0.871 2.200  -0.490
C21 1.613 0.123 -1.900  -0.032
O3 1.001 2.111 -3.037  0.142
C22 5.700 0.777 -3.151  -0.048
C23 2.345 -1.528 -0.298  -0.044
H24 6.724 0.686 -3.484  0.095
H25 6.788 -1.956 0.373  0.129
C24 6.171 -1.888 -0.518  -0.094
C25 4.425 -2.960 0.910  0.079
O4 -0.305 1.738 2.018  0.051
H26 -4.453 -1.168 -2.392  0.116
C26 3.672 -1.362 -0.689  -0.051
H27 5.184 -3.523 1.427  0.149
H28 -3.166 -1.442 -0.568  0.075
H29 -3.910 -0.826 1.463  0.057
O5 -0.641 0.669 -2.532  -0.206
N5 3.942 -0.462 -1.735  0.083
H30 -2.468 -1.515 2.820  0.101
C27 -0.950 0.968 4.614  0.002
H31 6.362 -2.760 -1.134  0.136
H32 -3.011 1.282 -3.312  0.118
Cl1 -2.201 -1.258 7.645  0.702
H33 -4.898 -1.975 0.803  0.134

Cartesian forces, eV/Å:
H -0.09 0.05 -0.07
C 0.14 -0.85 -0.17
O 0.55 -0.04 -0.46
C -0.28 1.24 -0.05
C -0.29 -0.23 -0.23
F 0.07 0.08 0.35
O 0.53 0.05 -0.34
C -0.21 1.20 0.46
H 0.30 0.08 0.68
C 1.22 -0.09 -0.80
H -0.32 -0.91 -0.26
H -0.47 0.07 -0.27
Tc -0.42 -0.48 -0.33
C -0.31 -0.55 0.35
N -0.54 -1.22 0.31
C -1.54 -0.47 0.00
H 0.42 -0.20 0.26
H 0.06 -0.21 -0.38
C 0.27 -0.47 1.10
C -1.52 0.52 -0.26
N 0.94 -0.30 0.57
H -0.33 -0.11 0.19
H 0.24 -0.22 -0.04
C 0.24 -0.30 -0.03
H -0.02 0.11 -0.28
C -0.57 0.70 -1.13
H 0.65 -0.03 -0.19
H 0.08 0.22 0.25
C 0.42 0.46 -0.01
C 0.10 -0.58 1.16
H -0.10 -0.69 -0.56
C 0.12 -1.02 0.03
C 0.40 0.91 1.15
N 0.26 0.19 0.06
H 0.22 -0.16 0.13
H -0.03 0.03 0.08
H 0.62 0.73 -0.77
H -0.29 0.30 -0.02
H -0.01 0.02 -0.37
H -0.36 -0.43 0.75
C 0.59 -1.19 0.76
H 0.03 0.33 0.39
C -0.54 0.05 -0.11
C -1.52 0.31 -0.63
H -0.03 -0.21 -0.23
C 0.01 -0.24 0.63
H -0.09 0.20 -0.51
H 0.48 -0.32 0.04
H -0.39 -0.13 0.19
N 0.94 1.19 -0.98
C -0.36 0.18 -0.41
C 0.18 -0.68 0.15
O 0.27 0.09 -0.13
C -1.23 1.73 -0.64
C -0.58 -0.82 1.76
H 0.24 -0.21 0.01
H 0.14 -0.12 0.00
C -0.88 0.65 0.84
C -0.01 0.02 0.31
O -0.29 -0.56 0.42
H 0.34 -0.17 -0.19
C 0.52 0.39 -0.91
H 0.26 -0.13 -0.07
H -0.02 0.38 -0.71
H 0.09 0.05 0.22
O 0.75 0.09 0.61
N 0.02 0.01 -0.40
H 0.28 0.03 -0.04
C -0.36 0.70 -0.20
H 0.60 0.13 -0.50
H -0.15 -0.10 0.30
Cl 0.28 0.09 -0.67
H 0.29 0.92 -0.15

Summary:
Highest occupied orbital energy (spin up / spin down) ... -13.639 / -13.640 eV
Charge ... +2
Kohn-Sham gap (spin up / spin down) ... 7.77 / 6.49 eV
2S+1 ... 4
<S²> ... 3.767


Record 2
C27H33EuN5O2S | ωB97M-V/def2-TZVPD

Last column: Löwdin charge in e.
Geometry (Å):
C1 -5.004 3.058 2.101  -0.067
H1 -3.830 4.070 -3.299  0.107
H2 -1.207 -3.479 1.904  0.095
N1 2.652 -0.991 0.658  -0.141
C2 -0.666 -4.827 0.324  -0.197
H3 -1.930 -2.880 -0.860  0.071
S1 -1.444 2.011 0.477  1.039
H4 4.794 0.970 -1.938  0.102
H5 -1.295 4.143 2.326  0.113
H6 2.188 -3.995 4.616  0.076
C3 5.036 -1.455 1.131  -0.056
Eu1 0.384 -1.100 0.606  1.417
H7 -2.572 -4.259 1.106  0.104
C4 3.423 3.109 -4.206  -0.107
N2 -1.734 -2.587 0.082  -0.067
C5 -4.059 2.452 1.286  -0.082
C6 -2.829 3.169 -1.634  -0.086
H8 -0.762 -5.749 0.899  0.112
C7 -2.730 2.856 1.379  -0.416
C8 2.243 0.258 -1.199  -0.464
H9 -2.565 0.006 -3.839  0.109
H10 1.381 -5.333 -0.025  0.107
H11 -6.044 2.757 2.033  0.108
C9 -3.273 2.031 -3.704  -0.079
H12 -2.546 -2.064 0.371  0.061
H13 1.314 3.377 -4.506  0.096
H14 -4.353 1.688 0.574  0.120
C10 -2.655 0.888 -3.213  -0.066
H15 5.609 -2.172 1.722  0.066
N3 -1.373 0.529 1.060  -0.440
H16 2.175 -2.379 5.334  0.078
H17 -3.683 2.037 -4.709  0.105
C11 -3.295 4.452 3.075  -0.072
H18 -1.017 -5.062 -0.693  0.111
N4 3.155 -0.221 -0.401  0.050
H19 0.773 -3.589 -1.577  0.078
C12 3.566 -1.566 1.453  -0.319
O1 0.945 0.009 -1.130  -0.297
H20 5.405 -0.442 1.352  0.085
H21 5.221 -1.617 0.066  0.067
H22 -5.365 4.529 3.629  0.108
C13 -2.232 2.011 -1.146  -0.391
C14 1.893 -2.384 3.171  -0.458
H23 5.450 2.613 -3.684  0.097
H24 3.708 3.834 -4.966  0.096
C15 1.724 1.921 -2.973  -0.032
N5 1.043 -3.321 -0.647  -0.042
C16 4.042 1.499 -2.510  -0.037
C17 2.084 2.853 -3.946  -0.093
C18 0.810 -4.454 0.273  -0.256
H25 3.980 -2.646 3.264  0.093
C19 -4.620 4.057 2.995  -0.075
C20 -3.355 3.173 -2.915  -0.075
C21 -2.124 0.874 -1.928  -0.090
H26 1.149 -4.155 1.260  0.093
H27 -2.891 4.063 -1.017  0.116
H28 2.031 -3.120 -0.691  0.068
H29 -2.997 5.231 3.770  0.109
C22 2.694 1.235 -2.240  -0.147
C23 -2.339 3.847 2.265  -0.079
H30 0.654 -3.106 4.778  0.069
O2 0.792 -2.008 2.547  -0.291
H31 -1.606 0.012 -1.554  0.070
C24 4.399 2.422 -3.484  -0.095
C25 1.718 -3.004 4.555  -0.043
H32 0.681 1.703 -2.774  0.094
H33 -2.296 0.259 1.374  -0.007
C26 -1.600 -3.794 0.940  -0.262
C27 3.172 -2.249 2.653  -0.062

Cartesian forces, eV/Å:
C 0.01 -0.01 -0.03
H 0.05 -0.09 0.03
H 0.05 0.06 0.14
N 2.83 -0.62 0.89
C -0.02 0.02 -0.14
H -0.02 -0.12 -0.42
S 0.03 -0.22 0.01
H -0.02 0.03 -0.04
H -0.13 -0.06 -0.01
H -0.06 0.22 -0.06
C 0.08 0.09 0.04
Eu -3.40 -1.11 0.58
H -0.12 -0.11 0.06
C 0.06 -0.07 0.06
N -0.20 -0.56 0.36
C -0.06 0.10 0.10
C 0.04 0.07 0.05
H -0.01 -0.05 0.02
C 0.05 0.06 0.10
C -0.72 -0.17 0.33
H -0.02 0.09 0.06
H 0.10 -0.19 0.00
H 0.10 0.03 0.02
C 0.03 -0.05 -0.01
H -0.20 0.19 0.13
H 0.08 -0.08 0.10
H 0.04 0.05 0.06
C 0.00 0.02 -0.06
H -0.03 0.07 -0.03
N -0.51 1.14 0.03
H -0.08 -0.09 -0.23
H 0.03 -0.01 0.07
C 0.05 0.05 0.03
H 0.04 -0.03 0.08
N 0.58 0.19 -0.25
H -0.16 -0.05 -0.44
C -1.16 1.00 -1.17
O 2.20 1.81 -2.24
H -0.15 -0.22 -0.03
H -0.09 0.00 0.16
H 0.09 -0.07 -0.09
C -0.04 0.02 -0.04
C -1.12 0.43 -0.66
H -0.10 -0.03 0.03
H -0.04 -0.14 0.14
C 0.07 0.05 -0.13
N 0.00 -0.52 0.34
C -0.14 -0.02 0.06
C -0.07 -0.07 0.09
C -0.16 0.21 -0.29
H -0.08 0.07 -0.10
C -0.09 -0.02 -0.02
C -0.02 0.02 -0.05
C -0.20 0.31 -0.18
H 0.07 0.05 0.16
H 0.01 -0.14 -0.08
H 0.32 0.15 0.04
H -0.04 -0.09 -0.08
C -0.01 0.10 -0.33
C 0.00 0.08 0.06
H 0.13 0.02 -0.08
O 2.29 -1.41 2.89
H 0.16 -0.27 0.15
C -0.01 0.01 0.01
C 0.02 -0.01 -0.05
H 0.06 0.02 0.00
H -0.32 -0.19 0.01
C 0.03 0.19 -0.29
C -0.06 -0.15 0.13

Summary:
Highest occupied orbital energy (spin up / spin down) ... -4.481 / -6.293 eV
Charge ... 0
Energy above the lowest of the compared OMol25 structures with the same formula, charge and spin ... 135.0 kJ/mol
Kohn-Sham gap (spin up / spin down) ... 4.72 / 6.53 eV
2S+1 ... 8
<S²> ... 15.760


Record 3
C27H33F5N2O7PdSSi | ωB97M-V/def2-TZVPD

Last column: Löwdin charge in e.
Geometry (Å):
H1 3.262 2.121 -4.088  0.106
H2 3.771 -3.497 -1.482  0.080
C1 2.032 2.340 -2.332  -0.126
O1 1.177 -1.544 -0.817  -0.151
H3 3.944 5.560 -1.662  0.121
S1 -0.617 0.869 -0.704  0.442
C2 4.830 4.349 -4.010  -0.701
C3 -3.177 -0.939 -2.379  -0.045
H4 -3.616 -0.866 -3.376  0.082
H5 2.571 -2.830 -2.611  0.079
C4 2.415 4.207 -1.023  -0.167
H6 -0.143 -2.279 -3.369  0.080
H7 -2.809 0.041 -2.077  0.035
H8 -2.120 0.096 2.069  0.065
F1 1.817 0.136 4.950  0.089
C5 3.722 3.901 -3.011  -0.096
C6 -2.123 -3.340 1.711  -0.032
H9 -3.953 -1.259 -1.678  0.081
C7 -1.058 2.248 4.425  -0.154
H10 3.310 -3.311 1.074  0.081
C8 -2.591 -0.882 1.957  -0.032
H11 -3.069 -0.926 0.976  0.073
H12 -3.299 -3.632 -1.910  0.078
O2 5.458 5.372 -3.683  -0.057
H13 -4.007 3.240 1.377  0.071
H14 -3.355 -1.002 2.729  0.087
C9 2.137 4.925 0.306  -0.602
C10 2.682 -2.453 0.821  -0.025
C11 -1.535 -1.977 2.086  -0.633
C12 -0.933 2.479 3.066  -0.240
F2 2.000 0.571 2.312  0.063
N1 1.726 3.079 -1.266  -0.036
H15 -1.404 -1.581 -4.408  0.085
C13 -2.030 -1.948 -2.373  -0.661
H16 -1.390 -4.127 1.901  0.080
H17 -3.522 1.818 0.438  0.057
O3 1.455 4.250 1.169  -0.144
Pd1 0.614 2.526 0.404  0.723
C14 -3.827 2.864 0.373  -0.079
H18 -3.050 -3.376 -3.650  0.080
C15 -0.971 -1.569 -3.405  -0.037
H19 -0.213 -2.783 3.586  0.089
H20 -0.589 -1.064 3.791  0.069
H21 -3.012 -3.545 2.313  0.082
C16 -0.125 1.460 5.067  -0.161
H22 -1.801 -2.291 4.215  0.086
H23 -4.737 2.941 -0.220  0.074
H24 0.685 -4.071 -1.502  0.077
C17 0.976 1.152 2.968  -0.248
C18 3.021 2.722 -3.222  -0.006
O4 -0.405 -1.694 1.263  -0.145
Si1 -0.319 -1.122 -0.284  -0.112
H25 -0.579 -0.573 -3.200  0.058
H26 0.459 -3.954 0.250  0.069
H27 1.452 1.434 -2.455  0.063
C19 0.908 0.914 4.330  -0.177
C20 -1.004 -2.034 3.514  -0.016
O5 -1.472 -2.031 -1.066  -0.173
C21 3.408 4.649 -1.879  0.054
C22 -2.752 3.624 -0.248  -0.327
H28 -2.390 -3.352 0.657  0.067
H29 1.867 -4.817 -0.405  0.082
H30 1.925 -2.319 1.592  0.072
H31 -1.752 -4.070 -2.653  0.077
C23 0.071 1.947 2.279  -0.131
O6 4.948 3.617 -5.015  -0.075
N2 -1.907 4.221 -0.740  0.145
C24 3.055 -2.687 -1.643  -0.033
C25 2.008 -2.663 -0.534  -0.647
F3 -2.071 2.786 5.134  0.083
C26 -2.569 -3.346 -2.670  -0.039
F4 -1.873 3.282 2.517  0.052
F5 -0.223 1.220 6.388  0.088
H32 3.302 -1.557 0.788  0.090
H33 3.592 -1.739 -1.664  0.090
O7 2.590 6.048 0.466  0.030
C27 1.203 -3.961 -0.547  -0.028

Cartesian forces, eV/Å:
H 0.00 0.01 0.00
H 0.00 -0.01 0.00
C -0.08 0.09 -0.15
O 0.01 -0.02 0.02
H 0.00 0.01 0.01
S -0.29 0.30 0.16
C -0.12 -0.12 0.09
C 0.04 -0.02 0.05
H 0.00 -0.01 0.00
H 0.01 0.00 -0.01
C 0.16 0.08 0.12
H 0.00 0.01 -0.01
H -0.02 0.01 -0.02
H -0.02 0.01 0.02
F -0.03 0.01 -0.01
C 0.09 0.10 -0.04
C 0.05 0.06 0.00
H 0.01 0.02 0.01
C -0.06 0.00 0.07
H 0.01 0.00 -0.01
C 0.05 -0.03 -0.01
H 0.01 0.03 -0.01
H 0.00 0.00 0.00
O 0.02 0.05 -0.01
H -0.02 0.00 0.00
H -0.01 -0.01 -0.02
C 0.03 -0.03 -0.46
C -0.05 0.00 -0.04
C -0.04 -0.05 0.09
C 0.03 -0.05 -0.23
F 0.02 0.00 0.07
N -0.01 0.16 0.35
H 0.01 0.01 -0.01
C 0.00 -0.12 -0.05
H 0.00 0.00 -0.03
H 0.03 0.00 0.00
O -0.09 -0.32 -0.11
Pd 0.13 -0.38 0.35
C 0.06 -0.15 0.03
H 0.00 -0.01 0.00
C 0.00 0.01 0.05
H 0.01 0.01 0.00
H -0.02 -0.05 0.01
H 0.01 0.01 0.01
C 0.01 0.04 -0.02
H -0.01 -0.01 0.00
H 0.01 0.01 -0.02
H -0.01 -0.01 0.00
C -0.10 0.02 -0.13
C -0.08 0.00 0.02
O -0.08 -0.02 0.00
Si 0.22 -0.10 -0.04
H 0.01 0.00 -0.02
H 0.00 -0.02 -0.01
H 0.02 -0.01 0.01
C 0.06 -0.09 0.00
C 0.01 0.13 -0.02
O -0.05 0.06 0.00
C -0.06 -0.07 -0.11
C -0.04 0.04 -0.04
H -0.02 -0.02 -0.03
H 0.00 -0.01 0.01
H 0.03 -0.01 0.02
H -0.01 -0.01 0.00
C 0.16 0.27 0.01
O 0.03 0.02 -0.02
N -0.04 0.16 -0.13
C -0.03 0.00 0.01
C 0.09 -0.03 0.00
F 0.02 -0.01 -0.01
C 0.02 0.03 -0.02
F -0.01 0.04 0.05
F -0.01 -0.01 0.00
H -0.02 0.01 0.03
H -0.01 0.00 -0.01
O -0.04 -0.08 0.17
C -0.02 0.05 0.01

Summary:
Highest occupied orbital energy ... -3.180 eV
Charge ... -2
Energy above the lowest of the compared OMol25 structures with the same formula, charge and spin ... 0.0 kJ/mol
Kohn-Sham gap ... 7.04 eV